No. 1
# C21H27BrN4OReSSbSe4

A structure of composition C21H27BrN4OReSSbSe4 (ωB97M-V with the def2-TZVPD basis set, the Open Molecules 2025 dataset).

Last column: Löwdin charge in e.
Element x y z (Å)
Re (1.70, -0.68, 1.98)  0.87
Sb (5.90, -0.12, 1.66)  -0.29
Br (-0.55, -2.27, 1.30)  0.96
Se (6.38, -1.09, 3.75)  -0.06
Se (5.52, -0.98, -0.53)  -0.02
Se (3.40, 0.83, 2.36)  0.32
Se (6.60, 2.00, 0.72)  0.08
S (3.32, -2.29, 1.80)  0.53
O (1.10, -0.07, 0.35)  -0.36
N (1.34, -1.86, 3.71)  -0.23
N (0.66, 0.58, 3.32)  -0.12
N (3.08, -4.72, 2.86)  0.14
N (1.72, -3.16, 3.80)  0.02
C (0.03, -0.19, -0.48)  -0.31
C (2.61, -3.47, 2.89)  -0.75
C (-0.13, 0.65, -1.59)  -0.07
C (2.04, 1.99, -1.08)  -0.06
C (-3.43, -0.70, -3.02)  -0.56
C (1.42, 1.36, -3.40)  -0.03
C (-1.09, 1.97, 4.94)  -0.01
C (-2.04, -1.38, -0.99)  -0.05
C (0.07, -0.03, 4.38)  -0.24
C (0.48, -1.41, 4.56)  -0.04
C (-4.21, 0.62, -3.03)  -0.04
C (0.42, 1.87, 3.09)  -0.12
C (-1.27, 0.42, -2.35)  0.03
C (-0.46, 2.60, 3.87)  0.00
C (-0.92, -1.17, -0.22)  -0.52
C (0.08, 3.07, -2.15)  -0.04
C (-0.81, 0.64, 5.20)  0.03
C (-4.37, -1.82, -2.57)  -0.06
C (-2.22, -0.56, -2.09)  -0.14
C (-2.93, -1.02, -4.44)  -0.03
C (0.85, 1.75, -2.03)  -0.52
H (-0.37, 3.35, -1.19)  0.09
H (-1.27, 0.12, 6.04)  0.13
H (-4.78, -1.63, -1.57)  0.09
H (-0.72, 3.02, -2.88)  0.08
H (2.62, 2.83, -1.48)  0.10
H (0.94, 2.31, 2.25)  0.09
H (-0.63, 3.64, 3.65)  0.13
H (3.82, -4.97, 2.23)  0.11
H (0.10, -2.05, 5.35)  0.15
H (-3.87, -2.79, -2.57)  0.09
H (-1.41, 1.05, -3.22)  0.11
H (2.71, 1.14, -1.01)  0.07
H (-3.79, -1.13, -5.11)  0.09
H (-3.61, 1.45, -3.41)  0.08
H (-2.37, -1.95, -4.45)  0.10
H (-4.56, 0.88, -2.03)  0.09
H (-1.78, 2.52, 5.56)  0.13
H (0.64, 1.25, -4.15)  0.08
H (2.82, -5.36, 3.58)  0.13
H (1.96, 0.41, -3.34)  0.10
H (-2.74, -2.16, -0.73)  0.11
H (1.71, 2.27, -0.08)  0.06
H (2.11, 2.13, -3.74)  0.10
H (-2.30, -0.23, -4.83)  0.08
H (0.76, 3.87, -2.45)  0.09
H (-5.09, 0.52, -3.68)  0.09
H (-5.21, -1.88, -3.26)  0.09

Values from the calculation:
Lowest unoccupied orbital energy (alpha / beta): -5.28 / -5.29 eV
Expectation value of S²: 0.762
Net charge: +1
Spin multiplicity: 2
HOMO-LUMO gap (alpha / beta): 5.04 / 4.94 eV

=====

No. 2
# C21H27CeNO4P2S

A structure of composition C21H27CeNO4P2S (ωB97M-V with the def2-TZVPD basis set, the Open Molecules 2025 dataset).

Last column: Löwdin charge in e.
Element x y z (Å)
Ce (1.04, -0.75, 0.22)  1.00
S (1.62, -3.43, 1.48)  0.50
P (-0.46, 0.00, 2.49)  0.83
P (2.17, 1.80, 0.65)  0.81
O (2.61, -2.30, 1.25)  -0.47
O (0.34, -2.95, 0.79)  -0.46
O (0.23, -2.13, -2.45)  0.10
O (1.44, -3.83, 2.85)  -0.27
N (-0.45, 0.21, -0.74)  -0.24
C (2.20, -4.80, 0.50)  -0.11
C (-2.38, -0.70, -1.85)  -0.10
C (-0.69, -1.78, -3.15)  -0.19
C (0.66, 2.19, -1.75)  -0.21
C (-1.83, -0.18, -0.69)  -0.16
C (-3.76, -0.83, 0.57)  -0.02
C (-4.26, -1.47, -0.56)  -0.05
C (-0.10, 1.17, -4.27)  0.00
C (-1.53, -0.63, -3.13)  -0.19
C (-0.61, 0.60, -3.11)  -0.10
C (0.98, 2.79, -0.39)  -0.27
C (-1.11, -1.52, 3.26)  -0.23
C (0.81, 2.23, -4.18)  -0.05
C (-2.02, 0.66, 1.70)  -0.26
C (-0.31, 1.07, 3.95)  -0.25
C (-3.59, -1.39, -1.79)  0.00
C (-2.55, -0.13, 0.52)  -0.20
C (3.74, 2.06, -0.24)  -0.23
C (-0.15, 1.04, -1.88)  -0.17
C (2.37, 2.85, 2.12)  -0.25
C (1.16, 2.75, -2.93)  -0.04
H (4.37, 1.17, -0.10)  0.05
H (-1.65, -2.14, 2.53)  0.06
H (-2.77, 0.68, 2.51)  0.10
H (2.24, -4.51, -0.56)  0.08
H (-2.23, -0.48, -3.96)  0.16
H (-1.30, 1.20, 4.42)  0.06
H (-1.30, -2.01, -4.02)  0.15
H (3.58, 2.20, -1.31)  0.05
H (1.83, 3.61, -2.86)  0.12
H (1.23, 2.66, -5.09)  0.11
H (0.10, 2.04, 3.67)  0.03
H (-0.28, -2.12, 3.66)  0.04
H (-3.98, -1.85, -2.70)  0.13
H (1.45, 3.77, -0.51)  0.10
H (4.26, 2.94, 0.18)  0.05
H (3.32, 3.40, 2.05)  0.05
H (0.06, 2.90, 0.21)  0.09
H (2.39, 2.20, 3.00)  0.04
H (-1.79, 1.69, 1.40)  0.10
H (-1.80, -1.25, 4.07)  0.06
H (-4.30, -0.86, 1.52)  0.12
H (1.54, 3.55, 2.22)  0.06
H (-0.42, 0.76, -5.24)  0.13
H (1.52, -5.64, 0.64)  0.08
H (-5.20, -2.02, -0.50)  0.11
H (3.20, -5.07, 0.86)  0.08
H (0.37, 0.59, 4.66)  0.06

Values from the calculation:
Lowest unoccupied orbital energy (alpha / beta): -2.84 / -2.80 eV
Expectation value of S²: 0.751
Net charge: +1
Spin multiplicity: 2
HOMO-LUMO gap (alpha / beta): 8.16 / 8.20 eV

=====

The calculation returns the following energy values, one per record and in order: -381148.4700, -74232.0288 eV.
The calculation returns the following energy relative to the best compared isomer or geometry (same formula, charge and spin) values, one per record and in order: 0.0, 0.0 kcal/mol.